<A>
This record from the Open Molecules 2025 dataset describes one molecule with the formula C5H11NOS. The level of theory is wB97M-V/def2-TZVPD.

Last column: Mulliken charge in e.
Element x y z (Å)
1 C -0.094 -1.673 -0.777  -0.61
2 C 1.261 -2.268 -0.363  -0.72
3 S 1.138 -3.290 1.158  -0.19
4 C -0.612 -0.653 0.210  0.52
5 N -0.011 0.575 0.112  -0.22
6 C -0.601 1.780 0.677  -0.36
7 C -0.675 2.912 -0.341  -1.04
8 O -1.465 -0.884 1.042  -0.61
9 H -0.803 -2.497 -0.778  0.30
10 H -0.064 -1.283 -1.796  0.33
11 H 1.965 -1.486 -0.092  0.34
12 H 1.647 -2.923 -1.126  0.36
13 H 1.194 -2.273 2.024  0.12
14 H 0.673 0.664 -0.622  0.24
15 H 0.000 2.118 1.523  0.31
16 H -1.560 1.470 1.039  0.35
17 H -1.642 3.371 -0.509  0.29
18 H -0.050 3.773 -0.081  0.28
19 H -0.302 2.566 -1.303  0.31

Its SMILES is CCNC(=O)CCS.

***

<B>
This record from the Open Molecules 2025 dataset describes one molecule with the formula C5H11NOS. The level of theory is wB97M-V/def2-TZVPD.

Last column: Mulliken charge in e.
Element x y z (Å)
1 C -0.479 1.576 -2.023  -0.74
2 C -1.577 0.510 -0.174  -0.97
3 C -0.428 -0.320 0.559  1.17
4 C 0.162 0.743 1.504  -1.18
5 C 0.443 -1.097 -0.264  -0.73
6 H -1.140 0.975 -2.812  0.24
7 H -0.431 2.642 -2.345  0.36
8 H 0.568 1.095 -1.948  0.20
9 H -0.562 2.405 -0.262  0.32
10 H -1.979 -0.181 -1.014  0.38
11 H -2.403 0.604 0.630  0.32
12 H -0.696 0.853 2.354  0.26
13 H 0.379 1.744 0.937  0.23
14 H 1.243 0.386 1.850  0.39
15 H -0.215 -1.549 1.938  0.38
16 H -0.055 -1.619 -1.022  0.41
17 N -1.213 1.719 -0.774  -0.29
18 O -0.959 -1.203 1.462  -0.57
19 S 2.045 -1.140 -0.137  -0.17

Its SMILES is CNC[C@@](C)(O)C=S.

***

<C>
This record from the Open Molecules 2025 dataset describes a 2-piece molecular cluster, C5H11NOS overall. The level of theory is wB97M-V/def2-TZVPD.

Last column: Mulliken charge in e.
Element x y z (Å)
1 C -0.380 1.195 -0.697  -0.44
2 C -0.224 -2.041 -0.156  -0.68
3 C 1.951 0.887 -0.526  -1.11
4 C 0.686 1.253 1.590  -1.01
5 C -1.180 -2.086 -1.064  0.06
6 N 0.621 1.054 0.119  0.42
7 O -2.441 -1.914 -0.808  -0.46
8 S -1.903 1.439 0.098  -0.23
9 H 0.832 -2.008 -0.233  0.34
10 H -0.517 -1.820 0.925  0.05
11 H -2.547 1.583 -1.091  0.18
12 H 2.666 1.165 0.222  0.44
13 H 1.986 -0.015 -1.054  0.34
14 H 2.080 1.624 -1.225  0.40
15 H -0.031 0.508 2.013  0.33
16 H 1.696 0.874 1.916  0.39
17 H 0.328 2.222 2.012  0.30
18 H -0.947 -2.243 -2.097  0.33
19 H -2.677 -1.677 0.055  0.32

***

<D>
This record from the Open Molecules 2025 dataset describes one molecule with the formula C5H11NOS. The level of theory is wB97M-V/def2-TZVPD.

Last column: Mulliken charge in e.
Element x y z (Å)
1 O 0.762 2.919 1.798  -0.59
2 C 0.840 1.974 1.046  0.07
3 N -0.054 0.955 1.108  -0.19
4 C 0.051 -0.385 0.559  0.35
5 C -0.613 -0.504 -0.862  -0.76
6 C 0.059 0.400 -1.844  -0.71
7 S 1.775 -0.280 -2.301  -0.22
8 C -0.708 -1.362 1.485  -1.42
9 H 1.596 1.849 0.252  0.32
10 H -0.784 1.120 1.786  0.20
11 H 1.125 -0.607 0.548  0.46
12 H -0.780 -1.526 -1.175  0.35
13 H -1.632 -0.111 -0.585  0.32
14 H 0.308 1.389 -1.502  0.33
15 H -0.431 0.438 -2.805  0.33
16 H 1.290 -1.488 -2.652  0.12
17 H 0.045 -1.875 2.075  0.30
18 H -1.448 -0.893 2.130  0.40
19 H -1.401 -2.012 0.938  0.36

Its SMILES is C[C@@H](CCS)NC=O.

***

<A> comes first in stability; the runner-up is 0.0162 hartree higher.

***

<A>
This record from the Open Molecules 2025 dataset describes one molecule with the formula C5H11NOS. The level of theory is wB97M-V/def2-TZVPD.

Last column: Mulliken charge in e.
Element x y z (Å)
1 C -0.881 -0.396 1.532  -1.61
2 C -0.547 -0.168 0.088  0.67
3 C 0.164 1.165 0.034  -0.38
4 C 1.476 0.362 0.239  -0.91
5 C 0.779 -0.941 -0.145  0.17
6 H -1.565 -1.292 1.670  0.34
7 H -0.024 -0.263 1.983  0.57
8 H -1.424 0.545 1.842  0.35
9 H -2.144 -1.788 -0.471  0.14
10 H -0.024 1.960 0.705  0.44
11 H -0.951 2.267 -1.283  0.29
12 H 0.065 1.138 -2.025  0.33
13 H 1.928 0.462 1.233  0.23
14 H 2.429 0.572 -0.441  0.33
15 H 0.752 -1.727 0.748  0.22
16 H 0.541 -1.966 -1.847  0.33
17 N 0.036 1.886 -1.348  -0.81
18 O 1.239 -1.493 -1.518  -0.49
19 S -1.849 -0.325 -0.995  -0.21

Its SMILES is C[C@@]1(S)[C@H](N)C[C@@H]1O.

***

<B>
This record from the Open Molecules 2025 dataset describes a 2-piece molecular cluster, C5H11NOS overall. The level of theory is wB97M-V/def2-TZVPD.

Last column: Mulliken charge in e.
Element x y z (Å)
1 C -0.429 -1.259 -0.233  -0.53
2 C -1.731 -0.898 -0.809  -0.49
3 S -2.450 0.336 0.313  -0.19
4 C 0.766 -0.518 -0.528  0.56
5 N 1.586 -0.135 0.615  0.03
6 C 2.718 0.657 0.128  -0.94
7 C 0.813 0.561 1.674  -0.62
8 O 1.140 -0.185 -1.639  -0.53
9 H -0.479 -1.849 0.676  0.41
10 H -0.027 2.085 -0.930  -0.06
11 H -2.396 -1.762 -0.906  0.35
12 H -1.626 -0.461 -1.796  0.31
13 H -0.184 2.375 -0.266  0.07
14 H 2.395 1.587 -0.329  0.37
15 H 3.360 0.904 0.975  0.36
16 H 3.211 0.049 -0.650  0.31
17 H 1.155 1.603 1.757  0.33
18 H 0.882 0.105 2.660  0.24
19 H -0.241 0.585 1.380  0.04

***

<A> comes first in stability; the runner-up is 0.0310 hartree higher.